Record 1
This record from OMol25 describes an isolated molecule of C4H5PS at a distorted geometry. The level of theory is ωB97M-V with the def2-TZVPD basis set.

Values from the calculation:
**ΔE to the lowest compared entry with this formula, charge and spin**: 0.00 kcal/mol
**SMILES string**: C1=CSP=CC1
**HOMO level**: -8.681 eV
**Orbital gap**: 8.97 eV

The geometry in ORCA input format:
```
! RIJCOSX wB97M-V def2-TZVPD def2/J DEFGRID3
* xyz 0 1
S -1.66601 0.72293 1.42221
H -0.29665 -0.15898 -1.88196
H 0.45294 -1.71382 0.39689
C -1.53136 0.30027 -0.21908
P 0.31818 1.29617 1.71320
H -2.26644 0.86961 -0.90539
H 2.20653 0.54010 0.59722
C 1.22677 0.29134 0.71826
C 0.62835 -0.76382 -0.16182
C -0.53140 -0.22772 -0.85999
H 1.45910 -1.15608 -0.81954
*
```

These are the Löwdin partial charges, in e, on atoms 1 to 2: 0.548, 0.098

Record 2
This record from OMol25 describes a structure of composition C7H6Br2S at a distorted geometry. The level of theory is ωB97M-V with the def2-TZVPD basis set.

Values from the calculation:
**ΔE to the lowest compared entry with this formula, charge and spin**: 24.29 kcal/mol
**HOMO level**: -8.963 eV
**Orbital gap**: 8.98 eV

The geometry in ORCA input format:
```
! RIJCOSX wB97M-V def2-TZVPD def2/J DEFGRID3
* xyz 0 1
C -2.44533 0.29518 -0.74659
C 1.83764 -1.12851 -0.06212
H -0.69256 2.11293 1.24237
H -2.61250 2.42733 -0.03430
H 2.84563 -1.55359 0.47523
H 0.83118 -0.80900 -1.80786
H 2.63587 -1.44277 -2.08618
S -1.36498 -0.94623 -0.49478
C -0.93605 1.29936 0.65390
C 0.91836 -0.43041 0.97040
H -3.20475 0.00814 -1.37764
C 1.81061 -1.09543 -1.37111
Br 0.77420 -1.42966 2.73271
C -2.07141 1.47466 -0.08193
C -0.34641 0.08565 0.51593
Br 2.02051 1.13236 1.47197
*
```

These are the Löwdin partial charges, in e, on atoms 1 to 2: -0.401, -0.332

Record 3
This record from OMol25 describes an isolated molecule of CHO3PS at a distorted geometry. The level of theory is ωB97M-V with the def2-TZVPD basis set.

Values from the calculation:
**ΔE to the lowest compared entry with this formula, charge and spin**: 108.63 kcal/mol
**SMILES string**: O=C(OO)P=S
**HOMO level**: -8.719 eV
**Orbital gap**: 7.00 eV

The geometry in ORCA input format:
```
! RIJCOSX wB97M-V def2-TZVPD def2/J DEFGRID3
* xyz 0 1
O -0.60679 0.99022 -1.50333
P 0.13056 -0.52047 1.95022
O -0.40308 0.54220 -0.13491
O 1.50660 -0.66162 -0.54887
S -0.71417 -2.26386 1.79651
C 0.64274 -0.12841 0.03312
H -0.55586 2.04195 -1.59275
*
```

These are the Löwdin partial charges, in e, on atoms 1 to 2: -0.013, 0.517

Record 4
This record from OMol25 describes a structure of composition C26H38N4RuS at a distorted geometry. The level of theory is ωB97M-V with the def2-TZVPD basis set.

Values from the calculation:
**ΔE to the lowest compared entry with this formula, charge and spin**: 5.83 kcal/mol
**HOMO level (spin up / spin down)**: -16.197 / -16.194 eV
**⟨S²⟩**: 8.78
**Orbital gap (spin up / spin down)**: 6.99 / 3.11 eV

The geometry in ORCA input format:
```
! RIJCOSX wB97M-V def2-TZVPD def2/J DEFGRID3
* xyz 3 6
N -0.82869 -0.79364 2.57164
H -2.88247 -0.54237 2.80713
H 0.82844 1.19059 4.12028
H 2.80151 -2.53295 -1.93786
C -1.45154 3.93004 -3.12734
C -0.99497 3.07769 1.64435
H 2.73794 -1.22981 -3.14585
C 3.23096 -3.48162 1.48625
H -2.48850 -0.13651 -0.66722
H 4.22542 -3.38862 1.90785
C 2.14503 -1.94361 -2.57155
C 1.21913 0.50967 3.36818
C 0.12284 -0.20742 -3.91103
H -3.50225 4.58117 -3.36557
C 1.23647 -4.75151 1.12162
C -3.34456 2.66292 -2.45331
H 1.17822 4.18035 -2.87307
N -0.21687 0.72616 -1.65439
H 2.24842 0.29474 3.65103
H 2.92849 -5.44975 2.25262
H 0.50421 3.13682 3.24216
C 2.70778 -2.41412 0.72927
C 1.42225 -2.55990 0.18612
H 1.67261 -2.61894 -3.29116
H -2.62191 1.89454 1.31496
H 1.07780 -1.56819 2.83247
H -0.63374 -4.15863 -1.29315
C -1.07438 1.76113 -2.14591
N 0.80416 -1.48204 -0.54884
H -1.14251 1.76536 3.78171
H -3.28822 -0.33755 -2.21314
H 0.67032 -5.66483 1.26645
H -1.03530 4.82692 -3.57407
Ru -0.57019 0.13237 0.47925
H -4.06234 0.62008 -0.96612
H 1.03612 3.78682 1.71476
C 3.55672 -1.19410 0.49973
C -2.46838 1.61486 -1.99310
C -2.84513 3.79676 -3.01398
H -1.07746 -1.76653 2.41741
C -1.93762 1.35460 3.16589
H 3.01462 -0.37690 0.02914
C 0.92866 3.12087 -2.86628
H -1.99796 -0.45378 4.32349
H -4.41528 2.52964 -2.34535
C 0.28886 -0.15225 -2.43291
H -1.28373 -2.94774 -0.19342
C -3.09544 0.39337 -1.41612
C -0.70135 -3.87125 -0.23958
H -2.87101 1.76178 3.55543
H 1.25825 2.72028 -3.83141
H -0.99107 3.35199 0.58771
S 1.31487 1.43703 1.79122
H -1.26308 -4.65332 0.26832
N -1.71578 1.79418 1.76458
C 2.50957 -4.63481 1.67737
H 3.98417 -0.83557 1.43955
C 0.44186 2.99336 2.16492
C 0.66725 -3.71163 0.37038
H 1.05027 0.09562 -4.40821
H 4.40975 -1.43837 -0.14173
H 0.28710 -1.13964 4.34357
H 1.50599 2.61914 -2.08973
H -0.67889 0.44038 -4.25688
H -1.51080 3.87449 2.18531
C 0.45600 -0.81309 3.31382
C 1.10586 -1.24019 -1.76187
C -1.97219 -0.16186 3.27152
H -0.07186 -1.23379 -4.22763
C -0.54246 2.91108 -2.68972
*
```

These are the Löwdin partial charges, in e, on atoms 1 to 2: -0.174, 0.132

Record 5
This record from OMol25 describes an isolated molecule of C4H4O2S2 at a distorted geometry. The level of theory is ωB97M-V with the def2-TZVPD basis set.

Values from the calculation:
**ΔE to the lowest compared entry with this formula, charge and spin**: 4.00 kcal/mol
**SMILES string**: O=C1SC[C@@H]1C(O)=S
**HOMO level**: -9.227 eV
**Orbital gap**: 8.94 eV

The geometry in ORCA input format:
```
! RIJCOSX wB97M-V def2-TZVPD def2/J DEFGRID3
* xyz 0 1
S 1.39493 -0.78778 1.75894
H 2.13197 0.67962 -0.11254
H -0.62581 2.49961 -0.56213
C 1.72738 -0.32690 0.02794
H 0.09240 -1.34343 -1.20217
C -0.34066 0.71027 -0.94394
S -1.46867 0.73448 -2.11919
O -1.34868 -0.97973 1.48915
C 0.29879 -0.52316 -0.46073
C -0.24726 -0.87864 0.99296
H 2.41088 -1.02008 -0.41258
O -0.08371 1.74820 -0.19463
*
```

These are the Löwdin partial charges, in e, on atoms 1 to 2: 0.966, 0.090

Record 6
This record from OMol25 describes the ion C5H11N2O2 with charge +1 at a distorted geometry. The level of theory is ωB97M-V with the def2-TZVPD basis set.

Values from the calculation:
**ΔE to the lowest compared entry with this formula, charge and spin**: 162.56 kcal/mol
**SMILES string**: C=[N+]=NOC(C)(C)CO
**HOMO level**: -14.056 eV
**Orbital gap**: 9.48 eV

The geometry in ORCA input format:
```
! RIJCOSX wB97M-V def2-TZVPD def2/J DEFGRID3
* xyz 1 1
C -0.86087 0.19819 0.14167
N 1.47089 0.21578 -0.20252
H -2.10031 -0.09910 1.79818
C -0.69325 -1.30670 0.23451
H -1.74200 1.83621 -1.27907
H -1.43984 1.53525 1.69637
C -1.80007 0.67184 1.17536
H -2.35402 0.12716 -1.42632
N 2.60632 0.40052 -0.01440
H 4.15429 -0.51197 0.56367
H -0.65228 0.76565 -2.15656
H 0.57145 -2.71350 -0.41636
C -1.51519 0.84086 -1.42847
H -0.59171 -1.61083 1.27247
H -1.62922 -1.89753 -0.14491
O 0.47029 -1.71893 -0.50655
H -2.62775 1.24736 0.66538
H 4.49927 1.01858 -0.42510
O 0.40951 0.68937 0.49015
C 3.82448 0.31179 -0.03750
*
```

These are the Löwdin partial charges, in e, on atoms 1 to 2: -0.457, 0.146